A 40-piece molecular cluster, H80O40 overall in a non-equilibrium geometry, computed with ωB97M-V/def2-TZVPD.

```
120
Properties=species:S:1:pos:R:3
H 1.834 -5.384 2.943
H -0.810 -4.227 -5.163
O -0.915 -3.866 -4.121
H -1.779 -6.162 -0.316
H 2.436 0.514 -0.656
O -2.748 1.082 -3.731
H 2.762 2.779 -2.026
H 2.368 -1.242 0.890
H -0.766 2.695 -5.851
O -1.962 2.486 2.019
H -4.859 -2.929 -1.251
H -1.154 -0.935 1.876
H -0.682 -1.632 0.448
H 1.690 1.887 2.745
H -3.685 5.120 1.676
O 3.268 -1.886 -4.463
H -1.824 -2.421 -5.109
H -4.423 -2.291 3.574
O 2.554 2.833 -3.048
H 4.405 0.601 -3.058
O -0.579 4.369 -0.940
O 1.344 -5.127 3.599
H 0.007 4.420 -0.185
H -0.648 -3.634 -1.649
H -3.871 1.602 -1.340
H -1.577 -4.742 0.996
H 1.972 -4.851 4.154
O 3.881 0.308 4.868
O -0.331 3.311 4.603
H -5.923 -0.723 1.028
O -0.636 2.136 -2.663
O -3.227 5.917 1.670
O -1.330 1.152 -0.195
O 0.884 -2.491 -5.255
H 0.045 -2.204 4.867
H -2.531 5.875 1.028
H -1.298 1.695 -3.184
H 2.791 -3.049 1.106
O 0.158 4.724 -3.886
O -2.165 -6.186 -1.361
H -5.057 -0.101 -0.040
O -1.315 -3.859 -0.827
H 0.950 4.208 3.684
H -0.716 4.177 4.659
O 1.572 4.827 3.320
H 1.545 -0.122 0.721
H 1.573 4.292 2.490
O -2.142 0.638 4.990
H -0.832 2.592 5.074
H -1.360 -4.902 -1.027
H 3.801 3.309 2.730
H 2.063 0.480 2.353
O -5.225 -0.878 0.458
H 0.708 5.436 -3.422
H -3.901 0.335 2.082
H -1.180 0.732 0.684
O 4.437 -1.341 -1.205
H 2.362 5.435 -0.921
H -2.631 1.482 -4.622
O -4.065 0.561 2.991
H -4.845 0.265 3.280
H 3.876 -2.008 -0.902
H 0.431 -3.047 -2.205
H 3.490 -1.563 -5.366
O 4.415 -2.636 2.693
H 1.923 2.390 1.395
O -4.094 -3.131 -0.680
O 1.498 3.135 1.139
H -5.010 -2.022 2.239
O 0.133 -2.112 0.456
O -3.777 1.269 -0.453
H 0.311 -1.604 -2.418
O 2.408 -0.289 0.862
O -0.561 -1.576 4.552
H -0.043 -3.484 -4.026
H 2.082 3.974 0.823
O -1.604 -5.696 1.239
O -2.572 -1.670 -5.201
H 3.280 0.622 4.107
O 4.854 0.141 -3.710
O 0.164 3.080 -5.762
H -2.923 0.851 4.202
H 2.903 -1.382 -3.806
H -3.608 -2.313 -0.560
H -0.006 -0.899 4.981
O -4.846 -1.769 3.019
H 0.042 2.417 -3.328
H -3.398 2.125 -0.141
O 2.833 5.095 -0.037
H 4.689 -1.959 3.239
H 3.662 4.621 -0.346
H 1.688 -3.066 -5.607
O 3.865 2.424 3.191
O 1.497 1.015 3.137
H -0.475 3.376 -1.268
H 4.045 2.315 4.209
H 5.702 -0.265 -3.472
H -2.457 -5.902 1.623
H -2.204 -0.621 3.048
H -0.384 -2.949 0.370
O 2.723 0.538 -1.572
O -2.016 -0.892 2.075
H 1.769 -2.793 -0.065
O 2.649 -3.356 0.178
H 4.814 -0.787 -0.493
H -3.440 -1.998 -4.904
H 3.292 0.607 5.637
H 0.020 3.884 -5.329
H 5.187 -3.181 2.485
H -0.523 4.452 -3.259
H -3.148 -5.748 -1.268
H -0.976 0.547 -0.828
H -1.259 2.406 1.560
H 3.570 0.365 -1.821
H -2.057 2.870 2.875
O 1.103 -2.282 -2.152
H 1.518 -1.779 -4.900
H 1.911 2.291 -3.361
H -2.684 0.802 5.759
H -2.696 0.078 -3.942
```

## Properties
Highest occupied orbital energy = -10.4950 eV
LUMO level = -0.3 eV
Kohn-Sham gap = 10.167 eV

---

One molecule with the formula C10H13ClFN5O4S in a non-equilibrium geometry, computed with ωB97M-V/def2-TZVPD.

```
35
Properties=species:S:1:pos:R:3
C -0.574 0.161 -1.807
H 0.706 3.443 1.679
H -1.081 -2.992 -2.886
N 0.586 0.697 3.444
O 1.004 -1.953 0.525
H -1.535 0.570 -2.087
C -0.733 1.248 1.560
O 2.896 0.575 -2.400
N -1.591 0.198 1.783
H -1.474 -2.342 0.327
F 0.446 1.701 -3.257
C 0.807 -1.271 -0.455
H -2.898 0.415 0.189
H -3.228 -0.961 1.227
H -1.689 -4.108 -1.620
N 0.456 1.407 2.286
H -2.666 -3.899 -3.045
C -2.430 -0.406 0.732
S -2.857 -1.928 -1.568
H 1.832 2.924 2.889
N 1.905 -0.913 -1.146
C -1.984 -3.357 -2.346
C -1.691 -1.412 -0.220
N -0.471 -0.842 -0.837
H 2.798 -1.084 -0.694
C 1.309 2.573 1.999
O 1.487 1.059 4.203
H 2.929 3.119 0.723
C 1.856 0.128 -2.025
Cl 3.336 0.840 1.258
C 2.327 2.231 0.910
H -1.114 -0.477 2.363
C 0.579 0.671 -2.391
O -1.043 2.033 0.692
H 1.801 1.952 -0.007
```

## Properties
Highest occupied orbital energy = -9.2247 eV
LUMO level = -0.2 eV
Kohn-Sham gap = 9.017 eV
SMILES = CS[C@H](CNC(=O)N(CCCl)N=O)n1cc(F)c(=O)[nH]c1=O

---

C36H40F4N5O7Sn as an isolated structure, computed with ωB97M-V/def2-TZVPD.

```
93
Properties=species:S:1:pos:R:3
C 2.111 0.476 1.224
C 2.093 2.808 -1.568
H -0.209 0.973 -4.180
C -3.757 -0.391 -2.306
H 5.276 0.183 0.608
N 0.965 -5.163 1.349
F -5.382 1.623 1.009
H 2.097 -6.557 0.251
C -1.470 2.420 -2.041
H -4.446 -0.178 -3.129
C 1.463 -0.617 1.753
N 2.748 0.453 0.029
O -0.883 5.192 0.163
C -4.305 0.101 -0.978
H 1.849 -5.315 -1.913
H 0.031 -6.740 -1.480
C 2.019 1.849 1.856
C -1.024 2.842 0.347
C 3.500 2.488 -1.140
C -0.557 4.133 0.659
C -3.805 -0.101 1.433
O 1.025 4.662 2.445
H -2.296 1.854 -3.901
O -2.027 2.647 -0.661
H 0.363 -1.576 3.318
N -0.088 -5.762 -1.248
H -0.579 1.831 -1.850
H -3.483 2.016 -2.633
C -0.310 -5.921 1.242
H 0.395 2.560 4.200
C 6.124 1.900 -0.378
O -0.885 0.573 1.007
C 0.444 3.834 1.814
O 0.466 -2.718 1.340
H -2.632 3.418 -0.650
O 1.914 -1.976 -0.167
H -1.850 -6.215 -0.216
H 2.729 -0.483 -0.397
H -0.950 -5.630 2.074
C -0.964 -5.593 -0.096
C 5.089 1.065 0.007
F -2.693 -1.357 4.661
N -3.455 -0.358 0.121
H -1.190 3.394 -2.437
C 1.198 -5.092 -1.070
C 4.261 4.576 -2.328
H 6.654 3.692 -1.427
C -4.990 0.999 3.239
C -3.384 -0.629 3.783
H -1.297 -4.552 -0.067
H 5.181 5.109 -2.561
F -2.196 -1.703 2.042
H 2.027 2.904 -2.656
H 1.414 2.020 -1.245
O 2.159 1.879 3.269
H 1.405 -5.342 2.247
H 0.752 -4.063 1.316
C 0.266 0.444 3.731
C 3.784 1.363 -0.369
H 0.306 -0.244 -2.996
H -4.539 0.433 5.263
H -1.769 -1.583 -3.475
N -2.415 0.189 -2.579
F -5.902 1.911 3.585
H 0.156 -0.661 -4.697
H 1.755 3.762 -1.147
C -4.732 0.831 1.888
H -4.394 1.193 -1.004
H -0.332 0.273 4.619
H 2.819 -4.936 0.374
H -3.644 -1.479 -2.255
H -0.081 -6.985 1.318
H 7.140 1.677 -0.081
C -3.145 -0.806 2.442
H 3.604 5.262 -1.788
C 0.717 1.836 3.453
H -5.326 -0.271 -0.867
H -2.312 -0.367 -4.620
C -1.739 -0.514 -3.698
Sn -1.538 -1.045 -0.246
C 4.548 3.338 -1.517
C -0.294 -0.078 -3.895
C -0.525 1.777 1.062
H 2.683 2.565 1.373
C 1.317 -1.847 0.923
H 3.767 4.333 -3.272
C -2.479 1.644 -2.845
C 5.847 3.032 -1.131
C 0.536 2.316 1.984
C -4.329 0.282 4.213
C 0.676 -0.591 2.996
C 1.890 -5.485 0.226
H 1.037 -4.011 -1.055
```

## Properties
Net charge = +1
Highest occupied orbital energy = -9.7656 eV
LUMO level = -2.8 eV
Kohn-Sham gap = 6.966 eV

---

C10H24N4O2P2Sr as an isolated structure in a non-equilibrium geometry, computed with ωB97M-V/def2-TZVPD.

```
43
Properties=species:S:1:pos:R:3
H -3.332 0.100 -1.841
H 1.237 2.797 -3.514
N -0.843 -1.884 -0.675
H -1.506 3.624 -1.087
H 3.148 -3.262 -0.615
H 2.459 -3.655 1.334
C 1.508 1.793 -3.843
H 0.236 -1.934 4.212
H 0.403 -0.720 -4.121
H 0.902 -4.735 -0.574
H 1.024 1.546 -4.788
C 0.159 0.092 4.027
P 2.177 -2.731 0.273
C -2.647 -0.138 -1.000
C -2.149 -1.574 -1.269
P 0.696 3.035 -0.343
H -0.132 -1.129 5.695
N 0.074 -1.075 4.709
H -0.177 1.145 -2.445
H -1.155 -3.896 -1.146
O 1.721 0.919 -1.598
C 1.091 -0.678 -3.265
C 0.808 -3.665 -0.393
H 2.085 -1.088 -3.563
C -0.697 3.045 -1.554
C -1.193 1.610 -1.878
H 1.545 3.828 -1.143
Sr 0.478 -0.012 0.361
H 2.578 1.838 -4.081
H 0.645 -1.349 -2.514
H -0.272 1.154 5.762
H -0.019 2.089 4.325
H -2.138 -1.744 -2.372
H -2.887 -2.275 -0.840
H 0.191 4.130 0.427
C 1.138 0.774 -2.776
O 0.422 0.150 2.799
H -3.283 -0.201 -0.090
N -1.555 0.815 -0.826
N -0.070 1.189 4.773
H -0.401 3.536 -2.486
C -0.441 -3.147 -0.750
H -1.852 1.667 -2.801
```

## Properties
Net charge = +1
Highest occupied orbital energy (spin up / spin down) = -10.0900 / -10.0772 eV
LUMO level (spin up / spin down) = -2.4 / -4.9 eV
Multiplicity = 2
Kohn-Sham gap (spin up / spin down) = 7.690 / 5.216 eV